(1)
# C32H36Cl3FGeN7O8PRb

C32H36Cl3FGeN7O8PRb as an isolated structure at a distorted geometry (ωB97M-V/def2-TZVPD, OMol25).

Properties
Multiplicity   2
E_tot   -167333.47546 eV
Total charge   -2
Orbital gap (spin up / spin down)   6.6 / 7.1 eV
Relative energy (zero: lowest compared OMol25 entry of this formula, charge and spin)   101.3 kJ/mol
HOMO (spin up / spin down)   -2.913 / -3.797 eV

Positions of all 90 atoms, in Å:
Rb1 0.036 0.094 0.685
Ge1 0.382 1.461 -3.900
Cl1 -1.391 1.334 -5.369
Cl2 2.062 1.314 -5.442
Cl3 0.361 4.004 -3.750
P1 -2.835 -1.268 -0.262
F1 4.088 -2.601 7.531
O1 2.548 -0.543 1.686
O2 2.103 -1.077 3.835
O3 -3.660 -0.658 3.396
O4 3.533 -1.933 -0.472
O5 4.703 -0.089 8.694
O6 0.491 -0.215 -3.035
O7 5.016 1.763 4.560
O8 -2.273 -0.106 1.701
N1 4.856 0.771 6.594
N2 -2.078 4.621 -0.562
N3 4.599 -0.491 4.662
N4 -0.771 2.957 -0.126
N5 -1.304 5.066 0.438
N6 1.622 5.176 3.483
N7 1.366 3.014 1.747
C1 -1.740 3.366 -0.897
C2 -4.267 1.675 -2.706
C3 1.681 -1.829 -4.425
C4 -5.438 -3.377 -2.801
C5 -3.789 -1.784 1.237
C6 4.629 -0.273 7.495
C7 0.578 -2.439 -2.269
C8 3.988 0.296 -1.361
C9 4.533 -1.074 -0.983
C10 -3.650 -2.499 -1.425
C11 2.825 -0.753 2.890
C12 0.521 4.041 1.700
C13 4.329 -1.495 6.798
C14 -3.475 -4.702 -2.428
C15 -3.617 0.570 -2.180
C16 -3.206 -0.768 2.259
C17 2.336 3.071 2.651
C18 0.649 5.116 2.584
C19 -3.761 0.213 -0.836
C20 -0.821 -1.868 -4.251
C21 4.277 -1.556 5.455
C22 2.473 4.152 3.509
C23 -4.724 -4.548 -3.012
C24 0.482 -1.551 -3.514
C25 -5.199 2.134 -0.544
C26 4.825 0.754 5.214
C27 -4.907 -2.364 -2.016
C28 -2.951 -3.687 -1.641
C29 -5.065 2.462 -1.886
C30 -0.528 4.026 0.679
C31 -4.556 1.018 -0.023
C32 4.368 -0.587 3.228
H1 -5.573 3.330 -2.291
H2 -5.140 -5.335 -3.630
H3 -6.417 -3.254 -3.251
H4 4.776 0.921 -1.787
H5 -1.665 -1.728 -3.572
H6 -0.942 -1.201 -5.104
H7 4.744 0.315 2.758
H8 2.601 -1.505 -3.936
H9 -4.132 1.928 -3.751
H10 3.585 0.794 -0.477
H11 -2.745 5.226 -1.001
H12 5.026 1.676 7.003
H13 -2.980 -0.025 -2.827
H14 5.349 -0.958 -0.251
H15 1.583 -1.283 -5.363
H16 3.187 0.195 -2.096
H17 4.949 -1.572 -1.863
H18 3.029 2.239 2.687
H19 -4.668 0.797 1.029
H20 -5.808 2.752 0.106
H21 1.752 -2.897 -4.641
H22 -0.823 -2.903 -4.602
H23 4.009 -2.473 4.955
H24 -3.543 -2.809 1.516
H25 -5.475 -1.455 -1.858
H26 -0.291 -2.261 -1.632
H27 -1.976 -3.811 -1.181
H28 0.590 -3.491 -2.568
H29 -0.057 5.935 2.547
H30 3.283 4.197 4.227
H31 1.485 -2.215 -1.705
H32 3.142 -1.481 0.302
H33 -2.218 2.805 -1.680
H34 4.886 -1.459 2.827
H35 -2.908 -5.611 -2.595
H36 -4.870 -1.716 1.113

Forces on atoms 1 to 2 (eV/Å):
Rb 0.7390 0.2993 -0.3352
Ge 0.1115 -0.4019 -0.4420

From a Mulliken analysis of the wavefunction, the atomic charges in e read: number 1, Rb, carries 0.706; number 2, Ge, carries 0.285; number 3, Cl, carries -0.466; number 4, Cl, carries -0.451; number 5, Cl, carries -0.550; number 6, P, carries 0.516; number 7, F, carries -0.334; number 8, O, carries -0.396; number 9, O, carries -0.730; number 10, O, carries -0.816; number 11, O, carries -0.510; number 12, O, carries -0.672; number 13, O, carries 0.366; number 14, O, carries -0.650; number 15, O, carries -0.353; number 16, N, carries -0.062; number 17, N, carries 0.320; number 18, N, carries 0.197; number 19, N, carries 0.327; number 20, N, carries -0.883; number 21, N, carries -0.692; number 22, N, carries -0.139; number 23, C, carries -1.025; number 24, C, carries -0.684; number 25, C, carries -1.839; number 26, C, carries -0.668; number 27, C, carries -0.991; number 28, C, carries 0.302; number 29, C, carries -0.698; number 30, C, carries -0.264; number 31, C, carries -0.456; number 32, C, carries 0.316; number 33, C, carries 0.528; number 34, C, carries 0.223; number 35, C, carries 0.258; number 36, C, carries -0.657; number 37, C, carries -0.246; number 38, C, carries 0.108; number 39, C, carries -0.146; number 40, C, carries -0.336; number 41, C, carries 1.260; number 42, C, carries -1.494; number 43, C, carries 0.016; number 44, C, carries -0.405; number 45, C, carries -0.444; number 46, C, carries 1.864; number 47, C, carries -0.645; number 48, C, carries 0.457; number 49, C, carries -0.208; number 50, C, carries -0.366; number 51, C, carries -0.538; number 52, C, carries 0.222; number 53, C, carries -0.628; number 54, C, carries -1.215; number 55, H, carries 0.345; number 56, H, carries 0.363; number 57, H, carries 0.375; number 58, H, carries 0.437; number 59, H, carries 0.088; number 60, H, carries 0.366; number 61, H, carries 0.521; number 62, H, carries 0.198; number 63, H, carries 0.351; number 64, H, carries -0.009; number 65, H, carries 0.234; number 66, H, carries 0.220; number 67, H, carries -0.044; number 68, H, carries 0.294; number 69, H, carries 0.442; number 70, H, carries -0.142; number 71, H, carries 0.362; number 72, H, carries 0.352; number 73, H, carries 0.324; number 74, H, carries 0.392; number 75, H, carries 0.431; number 76, H, carries 0.445; number 77, H, carries 0.428; number 78, H, carries 0.497; number 79, H, carries 0.371; number 80, H, carries -0.242; number 81, H, carries 0.255; number 82, H, carries 0.466; number 83, H, carries 0.466; number 84, H, carries 0.492; number 85, H, carries -0.002; number 86, H, carries 0.391; number 87, H, carries 0.906; number 88, H, carries 0.261; number 89, H, carries 0.393; number 90, H, carries 0.362

***

(2)
# C32H36ClGeN6O4S2SeTi

C32H36ClGeN6O4S2SeTi as an isolated structure at a distorted geometry (ωB97M-V/def2-TZVPD, OMol25).

Properties
E_tot   -230063.63530 eV
Total charge   +1
Orbital gap   6.4 eV
Relative energy (zero: lowest compared OMol25 entry of this formula, charge and spin)   15.4 kJ/mol
HOMO   -9.682 eV

Positions of all 84 atoms, in Å:
Se1 0.396 -3.400 -0.215
Ge1 1.444 -6.484 0.179
Ti1 -0.326 0.516 -0.443
Cl1 -1.528 0.434 -3.210
S1 -7.276 2.232 -0.185
S2 3.718 6.743 -0.607
O1 -0.160 0.752 -2.454
O2 -1.125 -0.230 -4.423
O3 -2.091 1.748 -3.446
O4 -1.049 -0.893 -0.368
N1 -0.171 0.524 1.795
N2 0.051 -0.402 3.769
N3 0.421 2.763 -0.300
N4 -2.125 1.720 -0.224
N5 1.802 -0.054 -0.437
N6 3.947 -0.076 -0.016
C1 1.943 -4.580 0.050
C2 0.490 -3.259 -2.147
C3 0.840 5.472 -0.683
C4 2.715 0.018 0.510
C5 -1.961 3.057 -0.365
C6 1.920 4.621 -0.582
C7 -5.817 1.318 -0.259
C8 -0.469 4.978 -0.594
C9 1.635 3.258 -0.375
C10 4.436 4.307 -0.818
C11 0.454 -6.982 -1.428
C12 -7.477 -0.305 -0.314
C13 -2.863 5.326 -0.572
C14 0.384 -1.382 4.792
C15 3.823 -0.195 -1.380
C16 5.625 5.075 -0.873
C17 -4.508 1.971 -0.274
C18 -0.636 3.597 -0.426
C19 3.309 5.072 -0.676
C20 0.165 -0.577 2.444
C21 2.489 -0.170 -1.631
C22 3.059 -7.570 0.379
C23 -1.618 5.836 -0.663
C24 -4.342 3.337 -0.384
C25 -8.235 0.823 -0.241
C26 -3.336 1.198 -0.186
C27 -0.375 0.888 3.982
C28 5.383 6.410 -0.770
C29 -0.513 1.450 2.751
C30 -3.065 3.912 -0.431
C31 0.310 -6.649 1.765
C32 -6.089 -0.022 -0.325
H1 3.715 -7.454 -0.484
H2 0.289 -2.380 4.371
H3 2.444 2.547 -0.259
H4 2.645 -4.391 -0.763
H5 -0.102 -2.396 -2.446
H6 2.530 0.121 1.565
H7 -0.842 2.442 2.493
H8 3.612 -7.283 1.274
H9 4.673 -0.287 -2.032
H10 6.096 7.218 -0.785
H11 -0.310 -1.284 5.623
H12 -5.333 -0.791 -0.398
H13 -3.731 5.971 -0.611
H14 4.421 3.230 -0.910
H15 1.527 -3.113 -2.446
H16 0.906 -6.563 2.674
H17 0.431 -1.511 1.968
H18 0.985 6.533 -0.850
H19 1.401 -1.232 5.152
H20 2.801 -8.626 0.466
H21 -0.206 -7.609 1.786
H22 -0.552 1.273 4.970
H23 -1.461 6.900 -0.784
H24 0.203 -8.042 -1.409
H25 2.422 -4.263 0.977
H26 4.807 -0.060 0.508
H27 -0.444 -5.860 1.760
H28 6.614 4.658 -0.992
H29 -7.892 -1.300 -0.363
H30 -9.309 0.901 -0.215
H31 -3.371 0.122 -0.078
H32 -0.473 -6.412 -1.490
H33 0.090 -4.154 -2.616
H34 1.968 -0.232 -2.570
H35 -5.205 3.990 -0.453
H36 1.044 -6.789 -2.325

Forces on atoms 1 to 2 (eV/Å):
Se 0.2864 -0.1914 0.2531
Ge -0.0323 0.0247 -0.0101

From a Mulliken analysis of the wavefunction, the atomic charges in e read: number 1, Se, carries -0.098; number 2, Ge, carries 0.566; number 3, Ti, carries 0.749; number 4, Cl, carries 1.089; number 5, S, carries -0.192; number 6, S, carries -0.171; number 7, O, carries -0.629; number 8, O, carries -0.572; number 9, O, carries -0.577; number 10, O, carries -0.536; number 11, N, carries 0.610; number 12, N, carries 0.212; number 13, N, carries 0.765; number 14, N, carries 0.923; number 15, N, carries 1.049; number 16, N, carries 0.060; number 17, C, carries -1.114; number 18, C, carries -0.707; number 19, C, carries -0.701; number 20, C, carries -1.008; number 21, C, carries -0.757; number 22, C, carries 0.543; number 23, C, carries 0.290; number 24, C, carries 0.588; number 25, C, carries -0.225; number 26, C, carries -0.320; number 27, C, carries -1.185; number 28, C, carries -0.624; number 29, C, carries -1.187; number 30, C, carries -0.910; number 31, C, carries -1.124; number 32, C, carries -0.598; number 33, C, carries 0.892; number 34, C, carries 0.045; number 35, C, carries 0.193; number 36, C, carries -0.598; number 37, C, carries -0.421; number 38, C, carries -1.142; number 39, C, carries -1.263; number 40, C, carries -0.692; number 41, C, carries -0.365; number 42, C, carries -0.897; number 43, C, carries -0.781; number 44, C, carries -0.385; number 45, C, carries -0.639; number 46, C, carries 0.695; number 47, C, carries -1.191; number 48, C, carries -0.386; number 49, H, carries 0.349; number 50, H, carries 0.339; number 51, H, carries -0.019; number 52, H, carries 0.448; number 53, H, carries -0.052; number 54, H, carries 0.579; number 55, H, carries 0.498; number 56, H, carries 0.351; number 57, H, carries 0.453; number 58, H, carries 0.446; number 59, H, carries 0.340; number 60, H, carries 0.447; number 61, H, carries 0.471; number 62, H, carries 0.473; number 63, H, carries 0.321; number 64, H, carries 0.331; number 65, H, carries 0.227; number 66, H, carries 0.457; number 67, H, carries 0.319; number 68, H, carries 0.357; number 69, H, carries 0.394; number 70, H, carries 0.454; number 71, H, carries 0.473; number 72, H, carries 0.395; number 73, H, carries 0.462; number 74, H, carries 0.216; number 75, H, carries 0.366; number 76, H, carries 0.393; number 77, H, carries 0.391; number 78, H, carries 0.455; number 79, H, carries 0.423; number 80, H, carries 0.361; number 81, H, carries 0.393; number 82, H, carries 0.605; number 83, H, carries 0.455; number 84, H, carries 0.354